1.
C8H14BeClF6KLiO12PS2 | ωB97M-V/def2-TZVPD

The geometry in XYZ format:
```
47
Properties=species:S:1:pos:R:3:forces:R:3
C -1.7459 0.4454 -1.7837 0.75 -0.93 -1.12
C -0.6055 -0.6320 -1.6214 -0.72 1.77 -0.24
O 0.5384 -0.2624 -1.8115 0.15 -1.58 2.08
O -0.9318 -1.8786 -1.3162 0.28 0.89 0.58
C -0.6009 -2.3742 -0.0399 -0.11 -1.11 0.95
O -1.3890 -3.1130 0.4233 -0.42 -0.39 0.29
C 0.6926 -2.0645 0.6985 0.89 0.36 -0.49
C 0.5813 -0.9605 1.7622 -0.10 0.92 -1.44
C 1.6552 0.1449 1.5341 -0.19 -0.42 0.09
C 1.2965 1.4312 2.2783 -0.12 -0.64 0.58
Cl -0.1635 2.2538 1.6254 0.34 0.10 -0.28
C 1.1310 1.1672 3.7994 0.82 0.62 -1.16
S 0.2046 -0.3270 4.1142 -3.06 -0.94 3.03
O 0.4330 -0.7936 5.4312 1.98 -0.18 0.02
O -1.1754 -0.0868 3.8902 0.07 0.67 -1.88
O 0.7014 -1.4709 3.0863 0.51 1.11 -0.12
H -1.7066 1.1919 -0.9885 -0.03 -0.36 0.23
H -1.5109 0.9999 -2.7265 -0.96 -0.54 1.03
H -2.7304 0.0038 -1.9267 0.06 -0.05 0.27
H 1.0269 -2.9824 1.1848 -0.34 -0.06 -0.09
H 1.4782 -1.7944 -0.0111 -0.10 -0.07 0.01
H -0.3889 -0.4587 1.6372 -0.07 -0.28 0.32
H 1.7697 0.2814 0.4553 -0.01 0.21 0.10
H 2.5980 -0.2319 1.9526 -0.02 0.08 -0.16
H 2.1022 2.1761 2.1975 0.20 -0.31 0.42
H 0.6245 2.0359 4.2300 -0.51 -0.57 0.36
H 2.1255 1.1291 4.2549 -0.13 -0.45 -0.01
Li 2.5716 3.3261 1.0041 -0.33 0.22 -0.25
O -1.7713 2.2797 5.5886 0.24 1.19 0.51
S -3.2116 2.3142 5.4413 1.15 -4.63 -2.23
O -3.7157 3.7170 5.9143 -4.54 3.27 2.23
O -3.8651 1.3102 6.2764 -0.72 1.03 0.78
O -3.5978 2.1529 4.0464 -0.36 1.13 0.25
K 0.4629 1.0989 -3.5295 1.19 1.48 -3.27
F 4.8832 1.6299 -8.3663 0.11 0.49 0.81
P 3.7453 0.7273 -7.5874 0.41 -0.27 -0.78
F 4.9190 -0.4224 -7.4862 0.32 0.40 -0.45
F 4.4123 1.3443 -6.1918 0.23 -0.67 0.31
F 2.8422 -0.6536 -7.6225 -0.47 0.30 0.73
F 2.9532 1.1232 -8.9752 -0.26 -0.75 0.00
F 2.4140 1.3842 -6.8253 -0.59 0.60 -0.11
Be -5.2219 4.0313 6.4805 4.58 -1.82 -1.75
O -3.3895 -4.9010 -1.4029 0.14 0.07 0.07
H -2.9233 -4.6873 -0.5904 -0.04 0.01 0.01
H -3.0388 -4.2672 -2.0565 -0.14 0.04 -0.38
O -2.4771 -2.8861 -3.5777 -0.04 0.17 0.13
H -2.0020 -2.4512 -2.8699 -0.03 -0.12 0.03
```
Forces are in eV/Å.

Output
Calculated total energy   -109804.2730 eV
Spin multiplicity   1
Frontier orbital gap   0.042 Ha
Largest force on an atom   6.02 eV Å⁻¹

Löwdin population analysis, charges in e, atoms 1 to 4:
1. C 0.040
2. C -0.477
3. O -0.120
4. O 0.119


2.
C6H9NO2 | ωB97M-V/def2-TZVPD

The geometry in XYZ format:
```
18
Properties=species:S:1:pos:R:3:forces:R:3
C -0.0444 -0.9827 -0.6064 -1.81 2.89 1.58
C 0.7475 -1.0246 0.7383 3.10 -4.96 -0.37
C 1.2267 0.3146 0.5847 -1.08 5.69 -1.93
C 2.1749 1.2502 0.7784 2.44 1.82 -1.49
C -0.0003 0.6461 -0.4819 -1.36 -1.94 0.37
C -1.3491 0.8971 0.2344 0.47 -1.12 6.22
H -1.0254 -2.5635 -0.9455 -2.39 2.57 0.62
H -1.6916 -1.2292 -1.8776 0.82 -0.91 3.88
H 0.5978 -1.3828 -1.3302 0.92 -0.08 -1.31
H 0.4791 -1.5001 1.7079 -0.51 0.83 -0.85
H 1.7022 -1.6852 0.3971 -1.75 0.99 1.17
H 2.3287 2.2336 0.0143 -1.38 -2.74 2.17
H 3.1714 1.2835 1.3666 -2.05 -0.98 -0.51
H -0.1198 1.2692 -1.3776 1.34 -0.14 -0.01
H -3.0190 1.8428 0.4747 2.54 -0.40 -3.76
N -1.4280 -1.5049 -0.7517 1.97 -3.02 -4.50
O -2.3273 1.7380 -0.4149 -0.21 -2.12 5.89
O -1.4234 0.3978 1.4894 -1.05 3.61 -7.15
```
Forces are in eV/Å.

Output
Calculated total energy   -11947.1842 eV
Spin multiplicity   1
SMILES   C=C1C[C@@H](N)[C@H]1C(=O)O
ΔE to the lowest compared entry with this formula, charge and spin   141.5 kcal/mol
Frontier orbital gap   0.363 Ha
Largest force on an atom   8.08 eV Å⁻¹

Löwdin population analysis, charges in e, atoms 1 to 4:
1. C -0.361
2. C -0.143
3. C -0.274
4. C 0.022


3.
C4H5NO2 | ωB97M-V/def2-TZVPD

The geometry in XYZ format:
```
12
Properties=species:S:1:pos:R:3:forces:R:3
C -1.2190 1.4621 -1.1216 -0.11 0.01 0.07
O 0.1031 0.8972 -1.1394 0.15 -0.39 0.03
C 0.4508 0.0753 -0.1189 -0.04 -0.39 0.23
N 0.2529 0.4007 1.1289 -0.12 -0.06 -0.45
O 0.6988 -0.6625 1.8729 0.38 -0.73 -0.24
C 1.1895 -1.6397 1.0522 -0.37 0.84 0.13
C 1.0690 -1.2392 -0.2424 -0.31 0.67 0.10
H -1.9645 0.6715 -0.9851 0.12 0.08 0.04
H -1.3467 2.2193 -0.3409 0.20 -0.20 -0.04
H -1.3761 1.9318 -2.0989 0.21 -0.17 0.23
H 1.5525 -2.5122 1.6039 -0.12 0.39 -0.58
H 1.3234 -1.7065 -1.1888 0.00 -0.05 0.48
```
Forces are in eV/Å.

Output
Calculated total energy   -9811.8722 eV
Spin multiplicity   1
SMILES   COc1ccon1
ΔE to the lowest compared entry with this formula, charge and spin   56.3 kcal/mol
Frontier orbital gap   0.399 Ha
Largest force on an atom   0.93 eV Å⁻¹

Löwdin population analysis, charges in e, atoms 1 to 4:
1. C -0.061
2. O -0.079
3. C -0.380
4. N 0.126


4.
C7H6 | ωB97M-V/def2-TZVPD

The geometry in XYZ format:
```
13
Properties=species:S:1:pos:R:3:forces:R:3
C -2.1650 -0.3445 -0.3662 -0.62 -0.10 -0.21
C -1.8224 0.7020 0.4552 4.32 -1.41 -1.71
C -0.9092 -0.8501 -1.0285 0.35 -1.35 1.72
C -1.1085 -1.5540 0.1388 0.86 0.28 -1.70
C -0.4041 0.7844 0.5368 -2.05 0.34 0.82
C 0.1856 -0.3037 -0.0727 -1.06 -0.05 -1.24
C 1.5981 -0.7341 0.0924 0.34 -2.92 0.82
H -3.1981 -0.6155 -0.6084 0.75 -0.19 -0.06
H -2.3488 1.3493 0.9793 -2.98 2.85 1.98
H 0.0033 1.5903 1.1123 0.76 0.09 0.14
H 2.1539 -1.3130 -0.7026 -1.43 0.22 0.65
H 1.5869 -1.3146 1.0751 0.20 0.13 -1.44
H 2.3160 -0.0151 0.3288 0.55 2.12 0.23
```
Forces are in eV/Å.

Output
Calculated total energy   -7350.1908 eV
Spin multiplicity   1
SMILES   C[C@]12C=C[C@@H]3C1=C32
ΔE to the lowest compared entry with this formula, charge and spin   76.3 kcal/mol
Frontier orbital gap   0.373 Ha
Largest force on an atom   4.86 eV Å⁻¹

Löwdin population analysis, charges in e, atoms 1 to 4:
1. C -0.192
2. C -0.035
3. C -0.100
4. C 0.143


Q: Which formula does entry 4 have?
A: C7H6


Q: Look up the calculated total energy of the fourth one.
A: -7350.1908 eV


Q: What is the formula in the first record?
A: C8H14BeClF6KLiO12PS2